ORCA calculation (the ωB97M-V functional and the def2-TZVPD basis) on an isolated molecule of C2H5OPS at a distorted geometry.

```
10
Properties=species:S:1:pos:R:3:forces:R:3:nbo_charge:R:1
C 0.759701 -0.347872 -0.254062 0.781 1.572 -1.757 -0.641
C -1.845656 -0.093734 0.032578 0.403 -0.071 0.096 -0.905
O 2.976582 -0.787069 0.712408 1.514 -0.586 -1.830 -0.875
P -0.577506 0.278611 -1.321427 0.498 0.221 1.067 0.507
S 2.289581 0.207959 -0.431371 -1.710 -1.243 1.482 0.728
H 2.848290 -0.512378 1.598444 -0.463 0.823 1.284 0.486
H -1.445489 -0.944200 0.649774 -0.296 0.780 -0.878 0.255
H -2.835214 -0.402579 -0.381733 0.630 0.858 0.533 0.234
H -1.754499 0.804545 0.675321 -1.047 -0.580 -0.191 0.231
H -0.415786 1.796716 -1.279929 -0.310 -1.774 0.194 -0.021
```
Forces are in eV/Å.

Calculated values
* Kohn-Sham gap: 8.40 eV
* M: 108.10 g mol⁻¹
* electronic energy: -893.85605 Eh
* spin multiplicity: 1
* energy relative to the best compared isomer or geometry (same formula, charge and spin): 3.177 eV
* E_HOMO: -8.7621 eV

ORCA calculation (the ωB97M-V functional and the def2-TZVPD basis) on a structure of composition C42H36MnNO5.

```
85
Properties=species:S:1:pos:R:3:forces:R:3:mulliken_spin:R:1
Mn 0.066847 -0.178548 -0.240558 -0.162 0.197 0.238 3.677
O 1.840478 0.247283 -0.329648 0.156 0.056 -0.120 0.088
C 2.667564 1.019938 0.475367 0.005 0.040 0.088 -0.026
C 1.806617 1.626839 1.608353 -0.012 -0.003 -0.065 0.052
C 1.099040 0.600444 2.439957 0.040 0.008 0.055 0.024
C 1.374249 0.468379 3.792348 -0.006 -0.011 -0.014 -0.008
C 0.634298 -0.416518 4.553403 0.008 -0.004 -0.015 0.006
C -0.407651 -1.101612 3.957658 0.001 0.013 -0.005 -0.010
C -0.652934 -0.930153 2.603588 -0.012 -0.022 0.037 0.009
C -1.852062 -1.575940 1.971728 0.009 -0.008 -0.072 0.003
C -1.507735 -2.427512 0.735058 -0.020 -0.019 0.136 0.028
O -1.102652 -1.587959 -0.295514 -0.037 -0.037 -0.050 0.058
C -2.720295 -3.204057 0.219326 0.034 0.004 -0.036 0.014
C -3.986442 -3.139483 0.779541 0.010 0.011 0.039 0.000
C -5.041676 -3.859497 0.227828 -0.044 -0.019 -0.011 0.000
C -4.839252 -4.648125 -0.890643 -0.009 0.001 0.013 0.000
C -3.572765 -4.713196 -1.461422 0.020 0.000 -0.009 0.001
C -2.525975 -3.997743 -0.910229 -0.017 0.000 0.002 0.001
C -0.410930 -3.415013 1.162757 -0.013 0.007 -0.024 -0.008
C -0.719086 -4.435239 2.061522 -0.017 -0.005 -0.014 0.000
C 0.266906 -5.279782 2.542463 0.012 -0.007 0.012 0.000
C 1.585009 -5.117122 2.132282 -0.009 -0.006 0.003 0.000
C 1.897700 -4.113146 1.231736 0.026 -0.004 -0.009 0.003
C 0.903809 -3.271071 0.745918 0.021 0.009 -0.007 0.023
N 0.139246 -0.141951 1.856107 -0.080 0.022 -0.183 -0.021
C 3.223713 2.182369 -0.362426 0.000 -0.013 0.036 -0.010
C 2.325797 2.880829 -1.168380 -0.012 0.007 -0.002 0.000
C 2.747770 3.950529 -1.938567 -0.018 0.003 -0.004 -0.001
C 4.081330 4.340587 -1.918739 0.010 0.009 -0.003 0.001
C 4.981125 3.648773 -1.126024 0.018 0.019 -0.010 0.000
C 4.555509 2.574928 -0.351553 -0.013 -0.026 0.011 -0.002
C 3.780149 0.139560 1.047750 -0.016 -0.037 -0.037 -0.009
C 4.082723 -1.062680 0.417945 -0.017 -0.007 0.003 0.001
C 5.090868 -1.883655 0.902109 0.017 -0.003 0.000 -0.001
C 5.813717 -1.517577 2.027628 0.001 -0.009 -0.004 0.000
C 5.524928 -0.317251 2.659386 0.011 0.000 0.023 0.000
C 4.518105 0.503057 2.171020 0.000 0.017 0.003 0.000
H 1.048453 2.252260 1.128596 0.014 -0.002 -0.002 -0.014
H 2.402524 2.269615 2.254121 0.010 0.005 0.007 0.000
H 2.163554 1.061572 4.231151 0.003 0.003 -0.006 0.000
H 0.849966 -0.550435 5.605452 -0.002 0.001 0.003 0.000
H -1.039317 -1.767718 4.527845 -0.004 0.000 -0.001 0.000
H -2.543448 -0.791049 1.650052 -0.003 -0.002 0.004 -0.011
H -2.345509 -2.180353 2.732001 0.013 -0.001 0.007 0.000
H -4.176939 -2.523796 1.649276 -0.003 -0.007 -0.013 0.000
H -6.024529 -3.796927 0.677854 0.001 -0.001 -0.002 0.000
H -5.659941 -5.208603 -1.319400 -0.003 0.001 0.003 0.000
H -3.404054 -5.325310 -2.338413 0.000 0.001 0.000 0.000
H -1.539800 -4.040718 -1.355942 0.002 0.001 -0.001 0.000
H -1.747767 -4.577157 2.374934 -0.001 -0.003 0.002 0.000
H 0.007495 -6.069746 3.236118 0.001 -0.001 0.000 0.000
H 2.358663 -5.773513 2.509304 0.000 0.000 0.001 0.000
H 2.919973 -3.972813 0.903559 -0.010 -0.008 0.010 0.000
H 1.171113 -2.502378 0.031050 -0.009 -0.022 0.003 -0.024
H 1.288278 2.571470 -1.196020 -0.004 0.000 -0.006 0.010
H 2.033987 4.479164 -2.558523 0.000 -0.003 0.001 0.000
H 4.414560 5.175326 -2.522163 0.002 -0.002 0.000 0.000
H 6.024751 3.937136 -1.110426 -0.001 0.001 -0.001 0.000
H 5.276646 2.037390 0.249758 -0.001 0.006 -0.009 0.000
H 3.512839 -1.346828 -0.456227 0.007 0.007 0.002 0.002
H 5.314101 -2.814692 0.395417 0.003 0.000 -0.003 0.000
H 6.597773 -2.159866 2.407408 0.001 0.002 0.003 0.000
H 6.085802 -0.015577 3.535220 -0.001 0.001 -0.002 0.000
H 4.325481 1.445536 2.669096 -0.009 0.008 0.006 0.000
C -3.731425 5.692096 -0.574594 -0.012 0.022 0.026 0.000
O -3.524666 5.233717 -1.898978 0.012 -0.021 -0.003 0.001
C -2.788688 4.113063 -2.065486 0.020 -0.027 0.043 0.002
C -2.613872 3.710313 -3.408804 0.002 -0.011 -0.078 0.004
C -1.878457 2.595975 -3.668122 -0.027 0.045 -0.014 -0.004
C -1.278099 1.814151 -2.647810 0.019 -0.081 0.091 0.017
C -0.526539 0.646935 -3.012555 -0.046 0.122 -0.069 -0.001
C -0.333400 0.291242 -4.466956 -0.022 -0.058 0.033 -0.002
O 0.003843 -0.151838 -2.211350 0.013 0.000 0.016 0.011
C -1.469422 2.221103 -1.284431 0.069 -0.047 -0.040 -0.004
O -0.974411 1.607597 -0.269890 0.100 -0.197 -0.006 0.099
C -2.234803 3.391521 -1.038467 -0.035 0.064 0.036 0.021
H -4.335920 6.590710 -0.658888 0.003 -0.003 0.002 0.000
H -2.783232 5.933649 -0.088571 -0.003 -0.004 -0.009 0.000
H -4.264544 4.948153 0.021922 0.004 -0.002 -0.011 0.000
H -3.069156 4.297523 -4.193391 0.007 -0.012 -0.010 0.000
H -1.755193 2.293666 -4.698287 -0.011 0.013 -0.011 0.000
H 0.015888 1.138253 -5.053649 0.018 0.014 0.009 0.001
H -1.280070 -0.050341 -4.889812 0.002 0.018 -0.016 0.001
H 0.389370 -0.517605 -4.524811 -0.006 0.000 0.002 -0.001
H -2.351698 3.673041 -0.002438 0.000 -0.003 -0.005 0.002
```
Forces are in eV/Å.

Calculated values
* Kohn-Sham gap (alpha / beta): 7.67 / 8.00 eV
* M: 689.69 g mol⁻¹
* electronic energy: -3204.13397 Eh
* spin multiplicity: 5
* E_HOMO (alpha / beta): -7.8747 / -7.9162 eV
* expectation value of S²: 6.041

ORCA calculation (the ωB97M-V functional and the def2-TZVPD basis) on a structure of composition CHF2NO2S at a distorted geometry.

```
8
Properties=species:S:1:pos:R:3:forces:R:3:nbo_charge:R:1
C 1.123752 -0.686772 -0.374631 -0.076 0.089 1.609 0.670
N -1.503043 -0.489080 0.414724 1.903 -0.182 -0.407 -1.001
O 2.232388 -0.686749 -0.066756 2.320 1.238 1.211 -0.442
O -0.440475 2.455937 -0.690324 0.176 -1.588 0.558 -0.332
F 0.682067 -1.545520 -1.179695 -2.142 -1.956 -2.518 -0.271
F 0.581129 0.791940 1.679403 -1.524 -0.980 -2.347 -0.487
S -0.267283 0.377443 0.195531 -1.217 2.657 1.426 1.435
H -2.408533 -0.217202 0.021750 0.560 0.723 0.469 0.428
```
Forces are in eV/Å.

Calculated values
* Kohn-Sham gap (alpha / beta): 8.55 / 8.47 eV
* M: 129.09 g mol⁻¹
* electronic energy: -841.59695 Eh
* spin multiplicity: 1
* energy relative to the best compared isomer or geometry (same formula, charge and spin): 6.749 eV
* E_HOMO (alpha / beta): -10.8075 / -10.8544 eV

ORCA calculation (the ωB97M-V functional and the def2-TZVPD basis) on a structure of composition C14H21CuN7O3S2.

```
48
Properties=species:S:1:pos:R:3:forces:R:3:nbo_charge:R:1
Cu 0.565187 -0.067446 0.671185 -0.145 0.198 0.068 0.817
N 5.761122 3.344362 -3.671428 -0.046 0.001 0.033 -0.807
C 4.838204 3.213248 -2.616653 0.011 0.011 -0.011 0.152
C 4.121672 4.319157 -2.162963 0.021 -0.006 -0.011 -0.287
C 3.236341 4.195189 -1.104224 -0.050 0.029 -0.014 -0.133
C 3.071901 2.970437 -0.479907 -0.021 -0.004 -0.030 -0.372
C 3.788634 1.865245 -0.917118 0.011 -0.059 0.012 -0.170
C 4.664985 1.984034 -1.981383 0.011 -0.003 0.008 -0.228
S 1.912925 2.772884 0.848013 -0.012 0.067 0.006 2.345
O 1.503889 4.092641 1.258085 0.009 -0.017 -0.011 -0.965
O 2.557782 1.927800 1.822943 -0.005 -0.025 0.008 -0.970
N 0.706989 1.891773 0.241212 -0.049 -0.180 -0.144 -1.014
C -0.082587 2.345846 -0.764220 -0.081 0.042 -0.069 0.559
N 0.130163 3.549502 -1.339841 0.003 -0.067 0.033 -0.513
C -0.689340 3.904822 -2.316307 0.050 -0.030 0.057 0.093
C -1.732026 3.113909 -2.765392 -0.002 -0.018 0.011 -0.393
C -1.863600 1.889438 -2.122021 0.075 -0.008 0.046 0.090
N -1.069228 1.490627 -1.147465 0.052 0.087 0.044 -0.496
H 5.533824 4.092188 -4.308663 0.001 0.012 0.003 0.366
H 5.910872 2.484547 -4.176393 0.007 -0.018 -0.001 0.368
H 4.253214 5.279406 -2.651480 0.002 -0.021 0.008 0.198
H 2.648517 5.036910 -0.762071 0.027 -0.033 0.002 0.244
H 3.651565 0.909480 -0.424583 -0.014 0.032 -0.019 0.245
H 5.218458 1.115972 -2.325119 -0.016 0.035 0.005 0.195
H -0.498024 4.876538 -2.766346 0.013 -0.006 0.010 0.177
H -2.390693 3.421296 -3.564334 -0.004 0.002 0.001 0.208
H -2.647391 1.193327 -2.412586 0.007 0.002 0.015 0.180
N -1.414822 -2.095446 -0.818207 -0.007 -0.090 -0.111 -0.681
N -0.351111 -3.009564 -0.958010 -0.162 0.057 -0.051 -0.418
C 0.924263 -2.681391 -1.139186 0.182 0.042 0.009 0.301
N 1.804913 -3.727946 -1.062050 -0.020 -0.017 -0.043 -0.809
S 1.469487 -1.127061 -1.471475 0.025 -0.044 -0.008 -0.351
H -1.302181 -1.730095 0.144577 0.038 0.078 0.108 0.421
H -1.211289 -1.318041 -1.442853 0.036 -0.015 -0.003 0.370
H -0.561203 -3.917477 -0.579678 -0.024 -0.024 0.017 0.376
H 1.464879 -4.657978 -1.243996 0.000 -0.025 0.029 0.372
H 2.730332 -3.520877 -1.392394 0.016 0.021 -0.010 0.404
C -1.552689 -2.510208 3.367983 -0.011 -0.077 0.020 -0.622
C -0.757609 -1.292811 2.897658 0.057 -0.007 0.002 0.113
C 0.392128 -1.000958 3.859740 0.029 0.018 0.043 -0.630
O -0.290555 -1.515704 1.609287 0.020 0.012 -0.009 -1.024
H -1.958291 -2.375461 4.376723 0.011 0.006 -0.036 0.184
H -0.896595 -3.387614 3.369302 -0.031 0.029 0.002 0.189
H -2.380525 -2.705481 2.681196 0.022 0.008 0.020 0.197
H -1.437452 -0.420584 2.930271 -0.027 0.010 -0.001 0.123
H 1.075897 -1.855711 3.877103 -0.011 0.018 -0.004 0.190
H 0.037996 -0.811737 4.880042 0.006 -0.005 -0.045 0.181
H 0.950065 -0.126734 3.515193 -0.004 -0.017 0.011 0.225
```
Forces are in eV/Å.

Calculated values
* Kohn-Sham gap: 6.62 eV
* M: 463.05 g mol⁻¹
* electronic energy: -3592.04702 Eh
* charge: -1
* spin multiplicity: 1
* energy relative to the best compared isomer or geometry (same formula, charge and spin): 0.000 eV
* E_HOMO: -3.9535 eV

ORCA calculation (the ωB97M-V functional and the def2-TZVPD basis) on the ion CH5BrN with charge +1 at a distorted geometry.

```
8
Properties=species:S:1:pos:R:3:forces:R:3:nbo_charge:R:1
C -0.393591 0.558759 0.265118 1.066 0.015 0.528 -0.311
N 0.186708 -0.687500 -0.379352 4.753 3.548 -2.638 -0.714
Br 0.631378 1.349971 1.726251 -0.131 -0.865 -0.313 0.118
H -0.264397 1.381089 -0.468288 -1.299 -0.882 0.229 0.268
H -1.294787 0.120646 0.662291 -0.915 1.290 -0.114 0.251
H 1.355729 -0.506228 -0.407206 -3.861 -1.226 0.025 0.484
H -0.064490 -1.563853 -0.021284 -0.230 -1.605 1.252 0.446
H -0.156550 -0.652883 -1.377530 0.618 -0.274 1.032 0.457
```
Forces are in eV/Å.

Calculated values
* Kohn-Sham gap: 10.82 eV
* M: 110.96 g mol⁻¹
* electronic energy: -2669.56168 Eh
* charge: +1
* spin multiplicity: 1
* energy relative to the best compared isomer or geometry (same formula, charge and spin): 0.456 eV
* E_HOMO: -15.3210 eV

ORCA calculation (the ωB97M-V functional and the def2-TZVPD basis) on an isolated molecule of C5H8N2S at a distorted geometry.

```
16
Properties=species:S:1:pos:R:3:forces:R:3:nbo_charge:R:1
C 1.379538 -1.555176 0.105314 -0.911 -1.517 -0.396 -0.164
C 1.689086 -0.233139 0.123398 -0.553 -1.120 -0.155 -0.049
C -0.562398 -0.444578 0.055457 0.575 -1.897 -0.775 0.399
C -1.953918 -0.131460 -0.301320 0.309 2.037 -0.510 -0.670
C 0.324929 1.836477 0.308681 0.241 -2.244 2.950 -0.419
N 0.453327 0.405595 0.184793 -1.062 0.053 -0.936 -0.315
N -0.034857 -1.696453 -0.018894 -0.042 -0.407 -0.746 -0.497
S 3.161433 0.435640 -0.161561 1.412 1.354 0.241 -0.351
H 2.099145 -2.368778 0.109496 -0.591 0.099 -0.167 0.234
H -1.915533 0.693878 -1.052208 -0.323 -0.447 0.613 0.239
H -2.493674 -0.915038 -0.735690 -0.221 -1.598 -0.932 0.237
H -2.618074 0.132879 0.496753 0.018 0.651 0.818 0.239
H 0.747495 2.384009 -0.452032 0.576 1.171 -1.788 0.238
H -0.631210 2.021806 0.700040 -1.675 0.747 -0.513 0.208
H 0.877994 1.914115 1.216730 1.114 1.308 0.535 0.234
H -0.523286 -2.479771 -0.578958 1.131 1.810 1.762 0.437
```
Forces are in eV/Å.

Calculated values
* Kohn-Sham gap: 6.90 eV
* M: 128.20 g mol⁻¹
* electronic energy: -702.96960 Eh
* spin multiplicity: 1
* energy relative to the best compared isomer or geometry (same formula, charge and spin): 1.644 eV
* E_HOMO: -6.5863 eV

ORCA calculation (the ωB97M-V functional and the def2-TZVPD basis) on the ion C5H7N2 with charge +1 at a distorted geometry.

```
14
Properties=species:S:1:pos:R:3:forces:R:3:nbo_charge:R:1
C 0.192228 -1.250365 -0.448675 2.808 0.253 0.138 0.574
C 1.105977 1.095351 -0.130565 1.459 1.408 0.598 0.159
C 2.119724 -0.058700 0.284371 0.631 1.794 -4.077 -0.275
C -0.863920 -0.184400 -0.637057 -1.776 -1.080 1.774 -0.147
C -2.073470 -0.405198 0.298883 1.217 -3.091 2.051 -0.617
N -0.082828 0.943454 -0.372335 -0.895 0.828 -0.293 -0.281
N 1.335684 -1.181095 -0.144968 -1.949 -0.791 -0.514 -0.268
H 1.459958 2.151867 -0.195872 0.175 -0.895 0.508 0.266
H 3.131464 0.195940 -0.269947 -1.987 -1.284 1.115 0.288
H 2.213480 -0.019883 1.308439 0.526 -0.190 2.365 0.261
H -1.330574 -0.011281 -1.569655 0.231 -0.743 -1.634 0.292
H -2.567212 0.458926 0.393536 -2.268 3.458 -0.653 0.245
H -1.848592 -0.487574 1.396682 0.699 -0.572 -0.965 0.237
H -2.791918 -1.247037 0.087169 1.130 0.904 -0.412 0.266
```
Forces are in eV/Å.

Calculated values
* Kohn-Sham gap (alpha / beta): 9.39 / 9.40 eV
* M: 95.12 g mol⁻¹
* electronic energy: -303.83862 Eh
* charge: +1
* spin multiplicity: 1
* energy relative to the best compared isomer or geometry (same formula, charge and spin): 4.907 eV
* E_HOMO (alpha / beta): -15.5825 / -15.5830 eV